# 1
{"formula": "C2H6O2Tl", "method": "the ωB97M-V functional and the def2-TZVPD basis", "homo_lumo_gap_ev": [9.219, 6.714], "homo_energy_ha": [-0.333, -0.337], "relative_energy_kj_mol": 0.0, "s2": 0.77, "e_tot_ev": -10956.7250, "spin_multiplicity": 2, "species": ["C", "C", "O", "H", "H", "H", "H", "H", "O", "H", "Tl"], "xyz": [[-0.71489, -0.67483, -0.44890], [-1.25776, 0.55599, 0.25132], [-0.50488, 1.67932, 0.16349], [-1.22108, -1.57704, -0.02590], [-0.71397, -0.50199, -1.53499], [0.32630, -0.95250, -0.22729], [-1.36828, 0.38279, 1.35365], [-2.30622, 0.79010, -0.03365], [2.74856, -0.17835, 0.59823], [3.29358, -0.88791, 0.25569], [1.71864, 1.36443, -0.35164]], "mulliken_spin": [0.010, 0.002, 0.450, -0.004, 0.004, 0.008, 0.007, 0.021, 0.173, -0.008, 0.337]}

=====

# 2
{"formula": "C2H4BaCl2GaO", "method": "the ωB97M-V functional and the def2-TZVPD basis", "homo_lumo_gap_ev": 6.033, "homo_energy_ha": -0.435, "charge": 1, "e_tot_ev": -82294.6599, "species": ["O", "C", "Cl", "C", "Ga", "Cl", "H", "H", "H", "H", "Ba"], "xyz": [[-0.54870, -2.57134, 0.13316], [-0.70354, -1.54737, -0.45879], [-2.38313, -0.91057, -0.58941], [0.33274, -0.69096, -1.06385], [0.30897, 1.20367, -0.36552], [0.38624, 0.65574, 2.01065], [0.23549, -0.65335, -2.14980], [1.26972, -1.18348, -0.78718], [1.58156, 2.06765, -0.67793], [-1.06573, 1.93450, -0.49567], [0.58639, 1.69550, 4.44434]], "lowdin_charge": [0.024, -0.921, 0.587, -0.318, 0.252, -0.221, 0.075, 0.067, -0.102, -0.096, 1.654]}

=====

# 3
{"formula": "C7H12", "method": "the ωB97M-V functional and the def2-TZVPD basis", "smiles": "C1=CCCCCC1", "homo_lumo_gap_ev": 10.020, "homo_energy_ha": -0.331, "relative_energy_kj_mol": 660.3, "e_tot_ev": -7446.5875, "species": ["C", "C", "C", "C", "C", "C", "C", "H", "H", "H", "H", "H", "H", "H", "H", "H", "H", "H", "H"], "xyz": [[0.79191, 1.34489, -0.10731], [-0.52242, 1.49030, -0.17428], [-1.73422, 0.49470, -0.06593], [-1.69297, -1.14792, 0.13936], [-0.02457, -1.10057, -0.15540], [1.48078, -1.18914, -0.12929], [1.86080, 0.20252, 0.16965], [1.30129, 2.28680, 0.04188], [-0.89727, 2.46922, 0.06521], [-2.13235, 0.92983, 0.80243], [-2.63973, 0.68334, -0.82285], [-2.05157, -1.33776, 1.15936], [-2.28418, -1.66660, -0.71765], [-0.03851, -0.30398, 0.58893], [-0.00442, -0.62041, -1.03624], [1.69991, -2.13900, 0.55369], [1.83746, -1.42101, -1.17944], [2.95988, 0.55514, -0.44466], [2.09018, 0.46963, 1.31256]], "nbo_charge": [-0.212, -0.202, -0.459, -0.352, -0.421, -0.424, -0.430, 0.203, 0.208, 0.208, 0.218, 0.210, 0.210, 0.202, 0.168, 0.224, 0.200, 0.216, 0.233]}

=====

# 4
{"formula": "C36H47N10OS", "method": "the ωB97M-V functional and the def2-TZVPD basis", "homo_lumo_gap_ev": 5.060, "homo_energy_ha": -0.110, "charge": -1, "e_tot_ev": -65873.8894, "species": ["C", "C", "O", "C", "N", "N", "C", "S", "H", "H", "H", "H", "H", "H", "H", "N", "C", "C", "C", "C", "H", "H", "H", "H", "H", "N", "C", "C", "C", "C", "H", "H", "H", "H", "H", "N", "C", "C", "C", "C", "H", "H", "H", "H", "H", "N", "C", "C", "C", "C", "H", "H", "H", "H", "H", "N", "C", "C", "C", "C", "H", "H", "H", "H", "H", "N", "C", "C", "C", "C", "H", "H", "H", "H", "H", "N", "C", "C", "C", "C", "H", "H", "H", "H", "H", "N", "C", "C", "C", "C", "H", "H", "H", "H", "H"], "xyz": [[0.41259, 2.54075, 3.06928], [-0.36941, 3.00531, 1.84891], [-1.13756, 4.15268, 2.08021], [-2.29616, 3.91541, 2.88963], [-3.45410, 4.13857, 2.10758], [-4.57404, 3.33539, 2.68494], [-4.34171, 2.19866, 2.34217], [-3.68485, 0.74449, 2.19087], [-0.21324, 1.91930, 3.70151], [0.69153, 3.41882, 3.63964], [1.28233, 1.95758, 2.79449], [0.34823, 3.29244, 1.08159], [-0.97248, 2.20596, 1.41770], [-2.20147, 4.62406, 3.73623], [-2.25068, 2.90336, 3.31703], [0.65200, 2.63987, -1.82432], [1.97410, 2.38757, -1.58350], [2.18133, 1.04236, -1.72219], [0.92950, 0.46162, -2.06632], [0.00856, 1.47515, -2.12241], [0.21830, 3.54499, -1.78053], [2.65172, 3.18374, -1.32913], [3.12079, 0.53269, -1.59159], [0.72671, -0.58212, -2.24412], [-1.04437, 1.46359, -2.34415], [3.25157, 8.05913, -2.96061], [3.12646, 6.85789, -3.60433], [2.75088, 5.92480, -2.67672], [2.64230, 6.58951, -1.42393], [2.95734, 7.90406, -1.63257], [3.51804, 8.92155, -3.39508], [3.31328, 6.77053, -4.66051], [2.56968, 4.88177, -2.87580], [2.36155, 6.15264, -0.48002], [2.99379, 8.73862, -0.95453], [-1.41540, 1.09229, 5.86738], [-1.54153, -0.06371, 5.15651], [-0.75414, -1.01127, 5.75718], [-0.12757, -0.39034, 6.87682], [-0.55862, 0.90908, 6.91628], [-1.88184, 1.95285, 5.64000], [-2.18045, -0.09301, 4.29030], [-0.64249, -2.03278, 5.42979], [0.55739, -0.84411, 7.57483], [-0.32867, 1.71204, 7.59457], [2.25760, -2.83708, 6.66347], [3.59754, -3.05952, 6.80781], [3.75828, -4.13152, 7.64523], [2.45923, -4.57248, 8.01880], [1.55645, -3.75247, 7.39503], [1.84609, -2.10718, 6.10696], [4.31894, -2.43940, 6.30494], [4.69986, -4.55238, 7.95528], [2.21628, -5.39542, 8.66947], [0.48014, -3.74153, 7.40951], [1.86740, 2.70169, -7.54419], [1.96570, 1.36865, -7.24663], [1.62951, 1.21070, -5.92963], [1.30998, 2.49311, -5.41295], [1.46787, 3.39413, -6.43040], [2.05911, 3.10857, -8.43917], [2.26431, 0.65206, -7.99209], [1.61083, 0.28000, -5.39068], [1.00494, 2.72193, -4.40581], [1.32877, 4.46109, -6.45914], [0.50446, -2.24966, -5.17363], [-0.42107, -2.14678, -6.17211], [-0.13901, -3.10668, -7.10710], [1.00591, -3.81765, -6.65341], [1.37851, -3.26542, -5.45670], [0.54042, -1.66349, -4.35839], [-1.19679, -1.40230, -6.13256], [-0.69000, -3.27947, -8.01579], [1.49905, -4.63769, -7.14770], [2.18851, -3.50205, -4.78847], [-7.94483, -1.27977, 2.44186], [-6.61284, -1.41795, 2.71523], [-6.33782, -2.75794, 2.76561], [-7.55362, -3.45354, 2.50966], [-8.52777, -2.51212, 2.31274], [-8.41996, -0.40234, 2.34839], [-5.98056, -0.55274, 2.84726], [-5.37198, -3.19174, 2.96140], [-7.69441, -4.52101, 2.47288], [-9.57643, -2.61191, 2.09148], [1.18792, -5.73533, -3.38279], [1.82914, -5.75021, -2.17580], [2.22773, -7.03672, -1.92658], [1.80815, -7.82848, -3.02994], [1.16999, -6.99452, -3.91002], [0.78818, -4.92247, -3.81949], [1.94723, -4.84910, -1.59883], [2.75875, -7.37259, -1.05216], [1.95732, -8.88688, -3.16143], [0.70785, -7.18811, -4.86247]], "lowdin_charge": [-0.070, -0.310, -0.166, -0.426, -0.097, -0.089, -0.780, 0.604, 0.034, 0.077, 0.066, 0.092, 0.096, 0.098, 0.056, 0.014, -0.154, -0.105, -0.121, -0.140, 0.152, 0.099, 0.088, 0.075, 0.115, -0.005, -0.144, -0.112, -0.104, -0.142, 0.139, 0.101, 0.067, 0.093, 0.104, 0.016, -0.144, -0.119, -0.134, -0.139, 0.143, 0.042, 0.082, 0.075, 0.103, 0.010, -0.142, -0.122, -0.119, -0.147, 0.121, 0.104, 0.083, 0.084, 0.106, -0.006, -0.140, -0.104, -0.098, -0.140, 0.137, 0.104, 0.070, 0.070, 0.101, 0.014, -0.134, -0.109, -0.111, -0.167, 0.120, 0.112, 0.087, 0.090, 0.108, 0.002, -0.142, -0.110, -0.126, -0.159, 0.142, 0.041, 0.087, 0.082, 0.096, 0.005, -0.141, -0.117, -0.119, -0.144, 0.107, 0.105, 0.087, 0.084, 0.104]}

=====

# 5
{"formula": "C7H13NO2", "method": "the ωB97M-V functional and the def2-TZVPD basis", "smiles": "CC(C)(C)C=O.N#CCO", "homo_lumo_gap_ev": 10.659, "homo_energy_ha": -0.364, "relative_energy_kj_mol": 296.9, "e_tot_ev": -13052.8521, "species": ["C", "C", "C", "C", "C", "O", "H", "H", "H", "H", "H", "H", "H", "H", "H", "H", "N", "C", "C", "O", "H", "H", "H"], "xyz": [[1.47925, -1.50862, 0.42133], [1.56713, -0.00356, -0.05534], [2.32575, -0.05756, -1.43505], [2.02763, 0.95018, 0.96570], [0.18990, 0.52090, -0.61503], [-0.47597, 1.42762, -0.17152], [0.54326, -1.97625, 0.03477], [2.44778, -2.05274, 0.16424], [1.34286, -1.51760, 1.53263], [2.87275, -0.95392, -1.49056], [2.95799, 0.80535, -1.50207], [1.72547, -0.07205, -2.39771], [3.01988, 1.30819, 0.68335], [1.21008, 1.66342, 1.07304], [2.02396, 0.38441, 1.87687], [-0.13987, 0.04719, -1.59090], [-2.63444, -1.32394, -1.01529], [-3.23315, -0.71300, -0.25432], [-3.97721, 0.16461, 0.69707], [-3.68081, 1.52008, 0.43579], [-5.04680, 0.15258, 0.52073], [-3.80589, -0.28054, 1.68364], [-2.73954, 1.51526, 0.43864]], "nbo_charge": [-0.601, -0.159, -0.602, -0.636, 0.477, -0.580, 0.229, 0.217, 0.208, 0.211, 0.213, 0.217, 0.218, 0.247, 0.212, 0.128, -0.333, 0.255, -0.168, -0.668, 0.226, 0.202, 0.485]}